[1]
The following is a quantum chemistry calculation of a structure of composition C5H11NiO3 at a distorted geometry, from the OMol25 dataset.

```
20
Properties=species:S:1:pos:R:3:lowdin_charge:R:1
O 0.42 2.97 0.99 -0.315
C -0.09 2.17 1.97 -0.467
C 0.58 0.79 2.05 -0.185
O 0.59 0.13 0.77 -0.330
C 0.03 -1.16 0.62 -0.166
C -0.63 -1.21 -0.75 -0.179
O 0.27 -0.63 -1.69 -0.387
C -0.09 -0.85 -3.05 -0.081
Ni 1.15 1.05 -0.91 0.800
H -1.19 1.99 1.85 0.100
H 0.03 2.57 3.00 0.111
H 0.08 0.13 2.77 0.124
H 1.65 0.93 2.25 0.126
H -0.72 -1.39 1.39 0.140
H 0.85 -1.88 0.68 0.141
H -1.57 -0.64 -0.75 0.143
H -0.84 -2.25 -1.02 0.139
H 0.60 -0.27 -3.67 0.085
H 0.00 -1.92 -3.28 0.099
H -1.13 -0.52 -3.23 0.101
```

For the HOMO-LUMO gap (spin up / spin down), the calculation gives 6.7 / 6.2 eV. Its expectation value of S² is 3.76. For the HOMO energy (spin up / spin down), the calculation gives -6.28 / -7.13 eV. As for the multiplicity: 4.

[2]
The following is a quantum chemistry calculation of the ion C5H11O with charge -1, from the OMol25 dataset.

```
17
Properties=species:S:1:pos:R:3:lowdin_charge:R:1
C 1.27 1.47 -0.02 -0.118
C 0.13 0.51 -0.30 -0.465
C -1.16 0.95 0.38 -0.092
C 0.52 -0.91 0.15 -0.208
C -0.54 -1.97 -0.34 -0.547
O -1.14 -1.64 -1.50 -0.362
H 0.96 2.51 -0.18 0.061
H 1.61 1.37 1.00 0.062
H 2.12 1.24 -0.67 0.065
H -0.09 0.37 -1.35 0.111
H -0.99 1.67 1.19 0.062
H -1.66 0.13 0.87 0.052
H -1.91 1.39 -0.28 0.068
H 1.51 -1.13 -0.28 0.088
H 0.58 -0.94 1.25 0.094
H -1.24 -2.09 0.53 0.062
H 0.04 -2.93 -0.44 0.066
```

For the HOMO-LUMO gap, the calculation gives 6.3 eV. As for the SMILES: CC(C)CC[O-]. For the HOMO energy, the calculation gives -2.19 eV. As for the total charge: -1.

[3]
The following is a quantum chemistry calculation of the ion C5H11O with charge +1 at a distorted geometry, from the OMol25 dataset.

```
17
Properties=species:S:1:pos:R:3:lowdin_charge:R:1
C -2.30 -0.43 -0.31 0.097
C -1.52 0.33 0.47 -0.219
C 0.61 -1.12 0.74 0.023
C 1.99 0.44 -0.50 0.021
C -0.51 1.14 -0.15 0.041
O 0.84 0.26 0.36 -0.294
H -3.18 -0.98 0.08 0.103
H -1.93 -0.65 -1.36 0.116
H -1.78 0.51 1.46 0.110
H 1.64 -1.48 0.94 0.135
H -0.02 -1.12 1.55 0.080
H 0.14 -1.62 -0.11 0.115
H 2.06 1.50 -0.50 0.096
H 2.89 -0.07 -0.22 0.106
H 1.71 -0.01 -1.52 0.145
H -0.45 1.14 -1.27 0.149
H -0.20 2.15 0.33 0.177
```

For the HOMO-LUMO gap, the calculation gives 11.0 eV. For the HOMO energy, the calculation gives -15.12 eV. As for the total charge: +1.

[4]
The following is a quantum chemistry calculation of the ion C5H11O with charge +1 at a distorted geometry, from the OMol25 dataset.

```
17
Properties=species:S:1:pos:R:3:lowdin_charge:R:1
C 1.35 -0.64 1.73 0.004
C 0.29 0.60 -1.33 0.046
C -0.55 1.01 0.96 0.004
C -1.09 -1.18 -0.17 0.028
C -0.07 -0.05 0.00 -0.531
O 1.08 -0.74 0.54 0.090
H 2.28 -1.11 2.02 0.145
H 0.85 0.16 2.23 0.105
H 0.51 -0.23 -2.00 0.114
H -0.52 1.26 -1.68 0.123
H 1.09 1.34 -1.11 0.133
H -1.13 0.55 1.81 0.146
H 0.23 1.63 1.31 0.099
H -1.37 1.59 0.41 0.153
H -1.82 -0.76 -0.85 0.106
H -0.74 -2.16 -0.58 0.136
H -1.57 -1.40 0.75 0.098
```

For the HOMO-LUMO gap (spin up / spin down), the calculation gives 9.8 / 6.3 eV. Its expectation value of S² is 2.01. For the HOMO energy (spin up / spin down), the calculation gives -12.57 / -17.05 eV. As for the total charge: +1. As for the multiplicity: 3.

[5]
The following is a quantum chemistry calculation of a cluster of 2 separate species, C5H11O2 in total, from the OMol25 dataset.

```
18
Properties=species:S:1:pos:R:3:lowdin_charge:R:1
C 0.23 0.21 -1.27 -0.314
C 0.96 -0.75 -2.22 -0.132
C 1.16 1.24 -0.65 -0.135
H -0.64 0.66 -1.75 0.104
H -0.22 -0.33 -0.43 0.081
H 1.70 -1.30 -1.64 0.061
H 1.48 -0.23 -3.02 0.057
H 1.60 1.90 -1.40 0.058
H 0.62 1.83 0.09 0.061
H 0.28 -1.49 -2.64 0.060
H 1.96 0.77 -0.08 0.064
C -0.87 -0.57 2.60 -0.062
C -1.90 -0.10 1.53 -0.812
O -2.63 -1.01 1.06 -0.120
O -1.87 1.13 1.26 -0.111
H -1.07 -0.03 3.53 0.051
H 0.12 -0.28 2.23 0.043
H -0.92 -1.63 2.81 0.044
```

For the HOMO-LUMO gap, the calculation gives 7.7 eV. For the HOMO energy, the calculation gives -3.92 eV. As for the total charge: -1.

[6]
The following is a quantum chemistry calculation of a cluster of 2 separate species, C5H11O2 in total at a distorted geometry, from the OMol25 dataset.

```
18
Properties=species:S:1:pos:R:3:lowdin_charge:R:1
C -0.13 -2.00 -0.56 -0.198
C 1.08 -2.45 0.22 -0.213
H -0.44 -0.95 -0.46 0.011
H -0.20 -2.37 -1.65 0.078
H -1.13 -2.43 -0.03 0.109
H 2.01 -2.55 -0.20 0.011
H 0.98 -3.51 0.66 0.073
H 1.11 -1.82 1.20 0.097
C -0.71 1.59 -0.56 -0.176
C 0.72 1.36 0.06 -0.153
C -1.36 2.53 0.60 -0.780
O -1.52 3.71 0.23 -0.094
O -1.65 1.97 1.68 -0.103
H -0.60 2.16 -1.51 0.081
H -1.42 0.80 -0.73 0.062
H 0.61 1.20 1.19 0.071
H 1.32 2.31 0.16 0.072
H 1.33 0.46 -0.30 0.052
```

For the HOMO-LUMO gap, the calculation gives 7.2 eV. For the HOMO energy, the calculation gives -3.71 eV. As for the total charge: -1.

[7]
The following is a quantum chemistry calculation of a cluster of 2 separate species, C5H11O2 in total at a distorted geometry, from the OMol25 dataset.

```
18
Properties=species:S:1:pos:R:3:lowdin_charge:R:1
C 0.26 1.18 -1.58 -0.305
C 0.02 1.58 -0.11 -0.106
C 1.60 0.46 -1.74 -0.143
H -0.03 1.98 -2.27 0.085
H -0.47 0.43 -1.90 0.087
H -0.52 0.78 0.40 0.049
H 0.90 1.89 0.46 0.070
H 1.48 -0.41 -2.38 0.057
H 1.93 0.02 -0.80 0.066
H -0.52 2.53 -0.12 0.061
H 2.53 0.92 -2.07 0.057
C -0.82 -2.00 1.24 -0.071
C -1.43 -1.14 2.39 -0.802
O -0.63 -0.35 2.94 -0.116
O -2.62 -1.44 2.66 -0.118
H 0.26 -1.82 1.34 0.045
H -1.02 -1.55 0.26 0.039
H -0.93 -3.08 1.27 0.044
```

For the HOMO-LUMO gap, the calculation gives 7.4 eV. For the HOMO energy, the calculation gives -3.81 eV. As for the total charge: -1.

[8]
The following is a quantum chemistry calculation of a cluster of 2 separate species, C5H11O2 in total at a distorted geometry, from the OMol25 dataset.

```
18
Properties=species:S:1:pos:R:3:lowdin_charge:R:1
C -2.45 -0.22 1.76 -0.183
C -1.06 -0.72 2.11 -0.200
H -2.87 0.49 2.59 0.084
H -2.49 0.49 1.02 0.016
H -3.02 -1.15 1.65 0.046
H -0.75 -1.52 1.43 0.046
H -0.60 -1.06 3.01 0.038
H -0.31 0.08 1.57 0.082
C 1.34 -0.07 -1.72 -0.200
C 0.08 -0.69 -2.40 -0.155
C 0.92 0.55 -0.28 -0.777
O 1.39 -0.10 0.69 -0.128
O 0.36 1.62 -0.27 -0.044
H 2.13 -0.77 -1.40 0.083
H 1.72 0.71 -2.36 0.071
H -0.92 -0.19 -2.00 0.089
H -0.25 -1.78 -2.26 0.054
H 0.42 -0.52 -3.53 0.077
```

For the HOMO-LUMO gap, the calculation gives 7.9 eV. For the HOMO energy, the calculation gives -3.81 eV. As for the total charge: -1.

[9]
The following is a quantum chemistry calculation of a cluster of 2 separate species, C5H11O2 in total at a distorted geometry, from the OMol25 dataset.

```
18
Properties=species:S:1:pos:R:3:lowdin_charge:R:1
C -2.76 0.21 0.13 -0.307
C -2.63 -0.63 -1.26 -0.120
C -1.37 0.77 0.40 -0.149
H -3.59 0.86 -0.02 0.062
H -2.95 -0.73 0.81 0.115
H -1.92 -1.37 -1.00 0.036
H -2.22 -0.02 -1.95 0.018
H -0.71 0.76 -0.54 0.068
H -1.52 1.80 0.88 0.091
H -3.66 -1.07 -1.38 0.072
H -0.88 -0.05 0.98 0.085
C 1.70 -1.04 -0.84 -0.041
C 1.89 0.07 0.37 -0.768
O 1.64 1.25 0.06 -0.122
O 2.30 -0.33 1.51 -0.141
H 0.65 -0.85 -1.15 0.030
H 1.89 -2.02 -0.37 0.038
H 2.48 -0.88 -1.57 0.034
```

For the HOMO-LUMO gap, the calculation gives 7.5 eV. For the HOMO energy, the calculation gives -3.86 eV. As for the total charge: -1.

[10]
The following is a quantum chemistry calculation of a cluster of 2 separate species, C5H11O2 in total at a distorted geometry, from the OMol25 dataset.

```
18
Properties=species:S:1:pos:R:3:lowdin_charge:R:1
C -1.51 -0.59 1.70 -0.058
C -1.57 -0.66 0.10 -0.820
O -1.27 -1.85 -0.35 -0.168
O -1.96 0.30 -0.49 -0.053
H -1.09 -1.54 1.87 0.015
H -2.50 -0.55 2.22 0.058
H -0.88 0.28 2.06 0.049
C 1.36 1.09 -0.45 -0.310
C 2.15 1.31 0.83 -0.151
C 2.08 0.14 -1.52 -0.163
H 1.09 1.99 -1.24 0.134
H 0.36 0.46 -0.03 0.113
H 1.39 1.24 1.58 0.045
H 3.03 0.69 0.74 0.054
H 1.85 0.42 -2.54 0.026
H 2.58 2.33 0.89 0.061
H 1.66 -0.87 -1.16 0.084
H 3.28 0.08 -1.63 0.085
```

For the HOMO-LUMO gap, the calculation gives 7.9 eV. For the HOMO energy, the calculation gives -3.95 eV. As for the total charge: -1.

[11]
The following is a quantum chemistry calculation of a cluster of 2 separate species, C5H11O2 in total at a distorted geometry, from the OMol25 dataset.

```
18
Properties=species:S:1:pos:R:3:lowdin_charge:R:1
C 1.15 -1.33 -1.69 -0.191
C 1.52 -1.09 -0.23 -0.125
C -0.21 -0.63 -2.03 -0.751
O -0.30 0.59 -1.81 -0.091
O -1.07 -1.42 -2.50 -0.108
H 1.97 -1.22 -2.40 0.085
H 0.95 -2.41 -1.88 0.084
H 0.88 -0.31 0.22 0.038
H 2.53 -0.71 -0.25 0.050
H 1.38 -1.78 0.58 0.050
C -1.56 0.70 1.67 -0.172
C -0.68 1.95 1.33 -0.169
H -2.13 0.90 2.58 0.039
H -2.24 0.52 0.83 0.062
H -0.96 -0.19 1.84 0.050
H 0.37 1.58 1.41 0.054
H -0.90 2.72 2.07 0.050
H -0.69 2.12 0.25 0.046
```

For the HOMO-LUMO gap, the calculation gives 7.8 eV. For the HOMO energy, the calculation gives -3.88 eV. As for the total charge: -1.

[12]
The following is a quantum chemistry calculation of a cluster of 2 separate species, C5H11O2 in total, from the OMol25 dataset.

```
18
Properties=species:S:1:pos:R:3:lowdin_charge:R:1
C 2.09 -0.51 0.69 -0.136
C 1.23 -1.71 0.40 -0.174
C 0.10 -1.56 -0.26 -0.211
O -0.78 -2.62 -0.45 -0.043
H 3.11 -0.64 0.31 0.050
H 1.62 0.39 0.24 0.043
H 2.18 -0.36 1.77 0.057
H 1.40 -2.62 0.98 0.088
H -0.14 -0.61 -0.76 0.081
H -1.48 -2.33 -1.03 0.074
C -1.14 1.75 -0.50 -0.589
O 0.13 1.39 -0.75 -0.365
C -1.30 2.68 0.72 -0.151
H -1.80 0.86 -0.29 0.069
H -1.64 2.27 -1.36 0.068
H -2.36 2.96 0.84 0.043
H -0.70 3.58 0.60 0.047
H -0.98 2.17 1.63 0.050
```

For the HOMO-LUMO gap, the calculation gives 6.6 eV. For the HOMO energy, the calculation gives -2.77 eV. As for the total charge: -1.

[13]
The following is a quantum chemistry calculation of a cluster of 2 separate species, C5H11O2 in total at a distorted geometry, from the OMol25 dataset.

```
18
Properties=species:S:1:pos:R:3:lowdin_charge:R:1
C -0.52 0.43 -0.46 -0.164
C -1.08 -0.40 -1.57 -0.104
C -0.29 1.92 -0.82 -0.673
O -0.65 2.25 -1.88 0.131
O 0.27 2.57 0.08 0.288
H -1.10 0.37 0.45 0.110
H 0.49 -0.01 -0.04 0.129
H -1.77 0.15 -2.32 0.120
H -1.76 -1.19 -1.21 0.077
H -0.31 -0.94 -2.10 0.072
C 0.94 -2.04 1.69 -0.206
C 1.14 -3.36 2.40 -0.184
H 1.69 -1.24 1.92 0.076
H 1.12 -2.10 0.57 0.067
H -0.11 -1.66 1.76 0.068
H 0.32 -4.03 2.26 0.045
H 1.29 -3.24 3.52 0.083
H 2.03 -3.93 2.09 0.067
```

For the HOMO-LUMO gap (spin up / spin down), the calculation gives 11.4 / 7.2 eV. Its expectation value of S² is 0.75. For the HOMO energy (spin up / spin down), the calculation gives -10.61 / -10.48 eV. As for the multiplicity: 2.